#A
Below is an isolated molecule of CH5N3O, with properties calculated with the ωB97M-V functional and the def2-TZVPD basis.

ORCA input file:
```
! wB97M-V def2-TZVPD RIJCOSX def2/J DEFGRID3
* xyz 0 1
N -0.86 -0.47 -0.16
H -0.63 1.47 0.06
H -2.75 -0.92 0.31
N 1.30 0.58 -0.15
H 1.73 1.42 0.30
H -2.30 0.71 0.65
O 1.86 -0.64 0.23
C -0.10 0.57 -0.03
N -2.22 -0.10 -0.02
H 2.14 -1.04 -0.67
*
```

The value obtained for the HOMO-LUMO gap is 9.09 eV. The calculation puts the lowest unoccupied orbital energy at 0.0361 Eh. As for the HOMO energy: -8.1 eV. As for the SMILES: N/N=C/NO.

=====

#B
Below is a cluster of 2 separate species, CH5N3O in total, with properties calculated with the ωB97M-V functional and the def2-TZVPD basis.

ORCA input file:
```
! wB97M-V def2-TZVPD RIJCOSX def2/J DEFGRID3
* xyz 0 1
O 0.03 -0.68 -1.98
H -0.59 1.83 1.67
N 0.53 1.57 1.50
H 0.89 -2.29 -2.70
H 0.75 2.52 1.09
H -0.54 -0.72 1.25
C 0.03 -0.32 0.31
N 0.57 0.79 0.29
H -1.36 -1.43 -0.73
N -0.29 -1.26 -0.71
*
```

The value obtained for the HOMO-LUMO gap is 6.65 eV. The calculation puts the lowest unoccupied orbital energy at -0.0813 Eh. As for the HOMO energy: -8.9 eV.

=====

Each structure's energy above the most stable one, in kcal/mol: #A 0.0; #B 120.0.

=====

#A
Below is an isolated molecule of CH5N3O, with properties calculated with the ωB97M-V functional and the def2-TZVPD basis.

ORCA input file:
```
! wB97M-V def2-TZVPD RIJCOSX def2/J DEFGRID3
* xyz 0 1
C -0.06 1.54 0.15
H 0.09 -2.79 0.40
N -0.67 0.10 -0.05
N -0.26 -2.04 -0.14
H 0.88 1.52 1.64
O 1.22 1.57 0.75
N 0.08 -0.85 0.24
H -0.98 -2.22 -0.81
H -0.09 1.91 -0.84
H -0.65 2.03 0.87
*
```

The value obtained for the HOMO-LUMO gap is 9.89 eV. The calculation puts the lowest unoccupied orbital energy at 0.0418 Eh. As for the HOMO energy: -8.8 eV. As for the SMILES: N/N=N/CO.

=====

#B
Below is an isolated molecule of CH5N3O, with properties calculated with the ωB97M-V functional and the def2-TZVPD basis.

ORCA input file:
```
! wB97M-V def2-TZVPD RIJCOSX def2/J DEFGRID3
* xyz 0 1
C 0.22 -0.13 0.52
H -0.62 -1.82 -1.64
H 1.39 1.49 1.03
N 0.46 1.20 1.03
H 0.09 1.99 -0.79
N -0.44 -0.44 -0.54
O 0.24 2.40 0.22
H 0.94 -0.95 1.04
H -1.63 -1.83 -0.29
N -0.66 -1.90 -0.58
*
```

The value obtained for the HOMO-LUMO gap is 10.48 eV. The calculation puts the lowest unoccupied orbital energy at 0.0381 Eh. As for the HOMO energy: -9.4 eV. As for the SMILES: N/N=C/NO.

=====

Each structure's energy above the most stable one, in kcal/mol: #A 0.0; #B 47.9.

=====

#A
Below is a structure of composition C2H9NPS, with properties calculated with the ωB97M-V functional and the def2-TZVPD basis.

ORCA input file:
```
! wB97M-V def2-TZVPD RIJCOSX def2/J DEFGRID3
* xyz 1 1
N 0.42 -0.07 -0.98
H -1.20 2.25 0.75
H 0.97 1.65 0.32
H -0.51 -2.82 -0.33
H -1.00 2.25 -1.05
H -1.20 -3.23 -0.54
S 2.20 -0.89 1.44
H 1.97 -1.80 2.39
C -1.14 1.61 -0.03
P 0.14 -0.80 0.86
H 1.40 0.00 -1.29
H -1.88 0.97 -0.09
H -0.33 0.00 -1.63
C 0.15 0.88 0.18
*
```

The value obtained for the HOMO-LUMO gap is 9.57 eV. The calculation puts the lowest unoccupied orbital energy at -0.1803 Eh. As for the HOMO energy: -14.5 eV.

=====

#B
Below is a cluster of 2 separate species, C2H9NPS in total, with properties calculated with the ωB97M-V functional and the def2-TZVPD basis.

ORCA input file:
```
! wB97M-V def2-TZVPD RIJCOSX def2/J DEFGRID3
* xyz 1 1
S -4.30 0.34 -0.14
H 3.28 0.98 1.05
N 3.11 0.43 0.27
H 3.64 -0.42 0.33
H 3.48 0.84 -0.59
C 1.56 0.41 0.29
H -2.07 -1.03 -1.57
C -1.70 -0.90 -0.53
H 1.13 0.24 -0.77
H -1.70 -1.83 -0.09
P -2.31 0.36 0.52
H -4.73 1.27 0.75
H -0.66 -0.57 -0.62
H 1.26 -0.12 1.10
*
```

The value obtained for the HOMO-LUMO gap (alpha / beta) is 8.73 / 3.87 eV. The calculation puts the lowest unoccupied orbital energy (alpha / beta) at -0.1475 / -0.2273 Eh. As for the HOMO energy (alpha / beta): -12.7 / -10.1 eV.

=====

Each structure's energy above the most stable one, in kcal/mol: #A 0.0; #B 40.4.

=====

#A
Below is the ion C5H7N2O2 with charge +1, with properties calculated with the ωB97M-V functional and the def2-TZVPD basis.

ORCA input file:
```
! wB97M-V def2-TZVPD RIJCOSX def2/J DEFGRID3
* xyz 1 1
H 0.94 0.05 0.25
C -2.15 -0.87 -0.14
H -0.38 -2.94 -0.89
C -2.12 0.98 -0.11
O -3.09 1.58 -0.14
H -0.73 -3.06 0.94
H -0.19 2.83 -0.91
H 1.15 2.01 0.15
C -0.26 -2.43 0.09
H -0.03 3.07 0.94
C 0.07 2.44 0.10
N -0.74 1.21 0.13
C -0.09 0.01 0.09
N -0.73 -1.13 0.11
H 0.85 -2.38 0.30
O -3.08 -1.60 -0.16
*
```

The value obtained for the HOMO-LUMO gap is 8.76 eV. The calculation puts the lowest unoccupied orbital energy at -0.2106 Eh. As for the HOMO energy: -14.5 eV. As for the SMILES: CN1C=[N+](C)C(=O)C1=O.

=====

#B
Below is the ion C5H7N2O2 with charge +1, with properties calculated with the ωB97M-V functional and the def2-TZVPD basis.

ORCA input file:
```
! wB97M-V def2-TZVPD RIJCOSX def2/J DEFGRID3
* xyz 1 1
C -2.26 -1.11 0.00
H 0.21 2.82 0.09
C 0.08 1.83 0.14
H 0.82 -1.26 -0.23
H -1.95 -1.99 0.67
O 2.53 -1.46 0.05
N -1.18 1.27 -0.02
H -2.06 1.71 0.14
N 0.19 -0.41 -0.03
C 0.88 0.72 0.10
C -1.13 -0.14 -0.02
O 2.47 0.81 0.08
H -3.06 -0.65 0.62
C 3.05 -0.39 -0.12
H 4.07 -0.31 -0.39
H -2.65 -1.44 -1.09
*
```

The value obtained for the HOMO-LUMO gap is 10.62 eV. The calculation puts the lowest unoccupied orbital energy at -0.1312 Eh. As for the HOMO energy: -14.2 eV. As for the SMILES: Cc1[nH]cc(OC=O)[nH+]1.

=====

Each structure's energy above the most stable one, in kcal/mol: #A 23.0; #B 0.0.

=====

#A
Below is a cluster of 2 separate species, C6H14OSi in total, with properties calculated with the ωB97M-V functional and the def2-TZVPD basis.

ORCA input file:
```
! wB97M-V def2-TZVPD RIJCOSX def2/J DEFGRID3
* xyz 0 1
H 1.45 0.64 2.41
H -2.08 2.25 -0.64
Si -0.38 1.17 0.89
C 1.41 1.41 1.72
C -0.91 2.16 -0.67
H -0.09 -3.06 -2.78
C -0.11 -3.12 -1.67
H -0.55 1.71 -1.56
H 0.61 -3.76 -1.29
H 1.63 0.01 -1.47
H -2.43 0.41 1.82
C 1.19 -0.85 -1.95
C 0.48 -1.74 -1.23
H -0.86 -0.21 2.62
H 1.37 2.30 2.29
H -0.61 3.22 -0.61
H -1.11 -3.22 -1.21
O 0.29 -1.49 0.03
C -1.43 0.56 2.25
H -1.57 1.13 3.11
H 2.26 1.41 0.96
H 1.43 -0.93 -3.02
*
```

The value obtained for the HOMO-LUMO gap is 6.14 eV. The calculation puts the lowest unoccupied orbital energy at -0.0188 Eh. As for the HOMO energy: -6.7 eV.

=====

#B
Below is a cluster of 2 separate species, C6H14OSi in total, with properties calculated with the ωB97M-V functional and the def2-TZVPD basis.

ORCA input file:
```
! wB97M-V def2-TZVPD RIJCOSX def2/J DEFGRID3
* xyz 0 1
H -2.63 -1.45 -3.98
H -0.79 -0.45 0.68
H -1.27 -0.62 2.44
O -1.84 0.14 -3.17
H 0.77 0.12 -0.81
H 2.20 0.03 3.40
H 0.59 1.89 -0.20
H 2.40 0.78 1.45
C -0.52 -0.84 1.68
Si -0.71 1.16 -3.06
C 1.50 0.43 1.12
C -2.59 -0.91 -3.16
C 1.34 -0.69 3.27
H 0.49 -0.66 3.97
H -3.56 -0.78 -2.61
C 1.20 0.99 -0.26
H 2.13 1.37 -0.67
H 1.79 -1.66 3.10
H -0.17 0.98 -4.46
H -0.59 2.43 -2.35
C 0.77 -0.32 1.98
H -0.52 -1.94 1.63
*
```

The value obtained for the HOMO-LUMO gap (alpha / beta) is 7.99 / 7.08 eV. The calculation puts the lowest unoccupied orbital energy (alpha / beta) at 0.0075 / 0.0178 Eh. As for the HOMO energy (alpha / beta): -7.8 / -6.6 eV.

=====

#C
Below is a cluster of 2 separate species, C6H14OSi in total, with properties calculated with the ωB97M-V functional and the def2-TZVPD basis.

ORCA input file:
```
! wB97M-V def2-TZVPD RIJCOSX def2/J DEFGRID3
* xyz 0 1
C -2.77 1.28 -0.46
H 1.96 -0.58 -2.36
C 1.36 -1.24 1.05
Si 0.92 0.11 -0.18
C -2.92 -1.33 -0.44
H 3.09 0.16 -1.32
C -2.39 0.06 -0.53
O -0.44 -0.18 -0.99
H -2.58 -1.99 -1.30
H 2.18 1.79 1.28
H 1.10 2.41 0.20
H 0.60 -1.25 1.84
C 1.11 1.71 0.92
H -2.15 2.05 -0.74
H 0.35 1.71 1.66
H 2.28 -0.91 1.52
H -3.94 -1.19 -0.53
H 1.56 -2.24 0.71
C 2.09 0.21 -1.60
H -3.73 1.46 -0.13
H -2.77 -1.71 0.54
H 1.97 1.25 -2.10
*
```

The value obtained for the HOMO-LUMO gap is 9.61 eV. The calculation puts the lowest unoccupied orbital energy at 0.0164 Eh. As for the HOMO energy: -9.2 eV.

=====

Each structure's energy above the most stable one, in kcal/mol: #A 31.6; #B 83.4; #C 0.0.

=====

#A
Below is an isolated molecule of C2H3N3S, with properties calculated with the ωB97M-V functional and the def2-TZVPD basis.

ORCA input file:
```
! wB97M-V def2-TZVPD RIJCOSX def2/J DEFGRID3
* xyz 0 1
C -0.31 -1.51 -0.07
H 0.30 2.31 0.23
S -1.15 -0.78 1.34
C 0.00 1.25 0.31
H 1.37 0.76 -1.17
N 0.60 0.47 -0.65
N 0.44 -0.87 -0.86
H -0.34 -2.57 -0.25
N -0.91 0.94 1.13
*
```

The value obtained for the HOMO-LUMO gap is 8.61 eV. The calculation puts the lowest unoccupied orbital energy at 0.0247 Eh. As for the HOMO energy: -7.9 eV. As for the SMILES: C1=NNC=NS1.

=====

#B
Below is an isolated molecule of C2H3N3S, with properties calculated with the ωB97M-V functional and the def2-TZVPD basis.

ORCA input file:
```
! wB97M-V def2-TZVPD RIJCOSX def2/J DEFGRID3
* xyz 0 1
H -1.39 -1.09 -1.07
C 0.01 0.05 1.57
S 0.76 0.76 -1.98
N 0.01 0.43 -0.47
H 1.79 -0.02 -2.03
N 0.69 0.72 0.71
H 0.07 0.12 2.59
N -1.05 -0.56 1.04
C -0.89 -0.40 -0.36
*
```

The value obtained for the HOMO-LUMO gap is 10.38 eV. The calculation puts the lowest unoccupied orbital energy at 0.0168 Eh. As for the HOMO energy: -9.9 eV. As for the SMILES: Sn1cncn1.

=====

#C
Below is an isolated molecule of C2H3N3S, with properties calculated with the ωB97M-V functional and the def2-TZVPD basis.

ORCA input file:
```
! wB97M-V def2-TZVPD RIJCOSX def2/J DEFGRID3
* xyz 0 1
H 1.67 -0.53 0.70
C 0.04 0.16 -0.31
N -0.10 -1.23 1.38
N -1.26 0.17 0.07
S 0.78 1.22 -1.33
H -0.06 -2.25 1.53
H -2.16 -0.69 1.79
N 0.74 -0.83 0.32
C -1.30 -0.62 1.11
*
```

The value obtained for the HOMO-LUMO gap is 8.32 eV. The calculation puts the lowest unoccupied orbital energy at 0.0009 Eh. As for the HOMO energy: -8.3 eV. As for the SMILES: S=c1nc[nH][nH]1.

=====

#D
Below is an isolated molecule of C2H3N3S, with properties calculated with the ωB97M-V functional and the def2-TZVPD basis.

ORCA input file:
```
! wB97M-V def2-TZVPD RIJCOSX def2/J DEFGRID3
* xyz 0 1
C 0.62 0.09 0.05
H -2.14 -1.28 -0.28
C -0.35 1.11 -0.03
H 2.57 -1.17 0.32
S 2.47 0.11 -0.05
N -0.04 -1.03 -0.05
N -1.28 -0.65 0.03
H -0.28 2.21 0.02
N -1.58 0.62 -0.01
*
```

The value obtained for the HOMO-LUMO gap is 10.00 eV. The calculation puts the lowest unoccupied orbital energy at 0.0319 Eh. As for the HOMO energy: -9.1 eV. As for the SMILES: Sc1cn[nH]n1.

=====

Each structure's energy above the most stable one, in kcal/mol: #A 18.9; #B 24.7; #C 0.0; #D 9.7.